174
Properties=species:S:1:pos:R:3 method="wB97M-V/def2-TZVPD" relative_energy_kj_mol=727.27 lumo_energy_ev=-5.741 energy_ev=-125401.4992 homo_energy_ev=-8.9 homo_lumo_gap_ev=3.16
Hg 2.095 -5.396 1.867
C 2.198 -0.464 -1.403
F 2.543 -1.388 -2.296
F 3.305 0.137 -0.856
F 1.464 0.472 -1.978
S 1.083 -1.158 0.057
O 1.938 -1.097 1.250
O -0.155 -0.310 0.136
N 0.851 -2.858 -0.356
S -0.453 -2.680 -1.258
O -1.691 -2.898 -0.430
O -0.531 -1.616 -2.225
C -0.341 -4.365 -2.254
F -0.164 -5.469 -1.436
F -1.522 -4.498 -2.806
F 0.599 -4.327 -3.174
B 3.932 -7.857 -0.017
H 3.323 -7.046 -0.384
H 3.410 -8.768 -0.266
H 4.887 -7.851 -0.520
H 4.154 -7.768 1.035
C -5.734 5.906 1.363
C -6.028 5.002 0.178
C -6.321 3.523 0.510
O -5.188 2.941 1.150
C -5.337 1.557 1.162
N -7.083 5.599 -0.565
H -6.626 5.978 1.984
H -5.394 6.869 0.981
H -4.843 5.602 1.912
H -5.075 4.927 -0.345
H -6.531 3.062 -0.455
H -7.192 3.328 1.136
H -5.346 1.187 0.137
H -6.248 1.193 1.638
H -4.492 1.047 1.626
H -6.844 6.578 -0.642
H -6.949 5.295 -1.518
C 5.792 -4.144 6.055
C 4.932 -4.014 4.777
C 5.834 -3.832 3.566
O 5.050 -3.837 2.379
C 5.957 -3.719 1.197
N 4.201 -5.266 4.541
H 6.387 -5.057 6.088
H 5.117 -4.242 6.906
H 6.467 -3.292 6.125
H 4.137 -3.294 4.971
H 6.627 -4.578 3.525
H 6.298 -2.845 3.593
H 6.310 -2.733 0.893
H 5.428 -4.044 0.302
H 6.787 -4.424 1.237
H 4.729 -6.127 4.569
H 3.686 -5.423 5.395
C 2.255 9.026 -1.311
C 1.850 7.541 -1.185
C 2.713 6.814 -0.114
O 4.098 6.967 -0.234
C 4.782 6.188 0.698
N 0.424 7.472 -0.808
H 2.063 9.594 -0.400
H 1.817 9.479 -2.200
H 3.320 9.214 -1.444
H 2.060 7.095 -2.157
H 2.497 5.746 -0.158
H 2.280 7.166 0.822
H 4.342 6.204 1.695
H 5.842 6.300 0.923
H 4.781 5.120 0.479
H 0.295 6.515 -0.512
H 0.416 8.091 -0.010
C -1.685 4.096 5.173
C -0.530 4.675 4.393
C 0.832 4.145 4.987
O 1.139 4.624 6.282
C 1.663 5.929 6.299
N -0.791 4.238 3.019
H -1.589 3.026 5.356
H -2.689 4.204 4.764
H -1.714 4.647 6.114
H -0.466 5.760 4.313
H 1.666 4.361 4.319
H 0.769 3.061 5.083
H 1.649 6.332 7.312
H 1.042 6.604 5.710
H 2.671 5.848 5.892
H -1.787 4.193 2.855
H -0.538 3.262 2.954
C -2.632 -7.822 3.492
C -1.592 -6.653 3.299
C -1.580 -5.570 4.364
O -0.611 -4.545 3.975
C -0.658 -3.386 4.840
N -0.296 -7.285 3.244
H -2.308 -8.336 4.397
H -2.722 -8.466 2.617
H -3.576 -7.315 3.691
H -1.725 -6.071 2.387
H -1.332 -5.994 5.337
H -2.576 -5.134 4.439
H -0.379 -3.766 5.823
H -1.634 -2.906 4.915
H 0.077 -2.594 4.701
H -0.445 -8.170 2.781
H -0.047 -7.571 4.180
C -4.336 1.422 -9.060
C -2.985 1.064 -8.395
C -2.766 1.366 -6.884
O -3.092 2.685 -6.545
C -2.916 2.876 -5.114
N -2.713 -0.341 -8.640
H -4.282 1.258 -10.136
H -4.505 2.475 -8.836
H -5.208 0.861 -8.723
H -2.187 1.614 -8.893
H -1.739 1.189 -6.565
H -3.411 0.722 -6.287
H -1.875 3.050 -4.842
H -3.330 2.048 -4.539
H -3.374 3.815 -4.804
H -1.824 -0.504 -8.189
H -3.426 -0.846 -8.134
C -9.108 -2.847 -5.756
C -7.854 -3.279 -4.902
C -6.509 -2.754 -5.485
O -6.098 -3.303 -6.739
C -5.410 -4.469 -6.549
N -8.072 -2.739 -3.601
H -9.038 -3.180 -6.791
H -9.175 -1.759 -5.718
H -9.994 -3.256 -5.272
H -7.957 -4.363 -4.862
H -5.669 -2.707 -4.793
H -6.772 -1.735 -5.770
H -5.310 -4.901 -7.544
H -6.005 -5.207 -6.010
H -4.459 -4.140 -6.131
H -9.069 -2.755 -3.438
H -7.876 -1.750 -3.661
C 3.465 -0.757 -11.092
C 4.010 -0.068 -9.746
C 3.703 -0.889 -8.458
O 2.316 -1.327 -8.586
C 2.163 -2.497 -7.781
N 5.424 0.219 -9.941
H 3.614 -1.837 -11.118
H 3.946 -0.328 -11.971
H 2.399 -0.540 -11.150
H 3.552 0.915 -9.635
H 3.938 -0.478 -7.477
H 4.347 -1.752 -8.626
H 1.246 -3.074 -7.897
H 2.287 -2.108 -6.770
H 2.942 -3.235 -7.973
H 5.715 0.653 -9.076
H 5.939 -0.649 -9.998
C 4.871 1.164 7.758
C 4.044 0.804 8.994
C 4.378 1.689 10.209
O 3.798 1.312 11.451
C 4.488 1.861 12.606
N 2.669 1.000 8.712
H 4.748 2.186 7.397
H 4.650 0.534 6.897
H 5.918 0.955 7.974
H 4.196 -0.214 9.352
H 4.229 2.762 10.095
H 5.462 1.678 10.326
H 3.873 1.670 13.485
H 4.729 2.916 12.469
H 5.475 1.398 12.626
H 2.263 0.976 9.637
H 2.673 1.980 8.467

---

160
Properties=species:S:1:pos:R:3 method="wB97M-V/def2-TZVPD" relative_energy_kj_mol=0.00 lumo_energy_ev=0.445 energy_ev=-77945.2566 homo_energy_ev=-9.7 homo_lumo_gap_ev=10.11
C 2.150 0.941 -4.734
C 1.911 1.489 -3.354
C 0.667 2.482 -3.210
O 1.779 0.410 -2.473
H 2.794 0.018 -4.717
H 2.506 1.766 -5.376
H 1.167 0.736 -5.155
H 2.774 2.050 -2.982
H -0.302 1.970 -3.440
H 0.749 3.404 -3.835
H 0.584 2.676 -2.148
H 1.871 0.746 -1.566
C 2.202 -3.647 -3.899
C 2.785 -2.776 -2.852
C 1.928 -2.594 -1.596
O 4.118 -3.139 -2.611
H 2.939 -3.663 -4.683
H 1.274 -3.229 -4.344
H 2.037 -4.655 -3.531
H 2.860 -1.762 -3.227
H 1.756 -3.545 -1.046
H 0.956 -2.224 -1.936
H 2.267 -1.811 -0.876
H 4.133 -3.909 -2.043
C 0.920 5.692 -0.346
C 1.406 4.375 0.215
C 2.902 4.034 0.026
O 1.067 4.272 1.581
H 1.511 6.537 0.005
H -0.098 5.913 -0.085
H 0.938 5.670 -1.456
H 0.856 3.610 -0.309
H 3.557 4.851 0.359
H 3.121 3.770 -1.021
H 3.148 3.119 0.534
H 1.670 4.821 2.117
C 6.415 -0.140 -2.391
C 5.961 -0.201 -0.924
C 4.768 0.820 -0.563
O 5.497 -1.526 -0.590
H 7.052 -1.016 -2.569
H 7.043 0.731 -2.477
H 5.576 -0.091 -3.096
H 6.778 -0.039 -0.275
H 4.993 1.829 -0.206
H 4.292 0.407 0.344
H 4.047 1.002 -1.381
H 5.093 -1.918 -1.390
C -2.944 -4.163 -2.234
C -1.697 -4.722 -1.516
C -1.914 -5.813 -0.453
O -0.805 -5.324 -2.442
H -3.612 -4.926 -2.605
H -2.714 -3.503 -3.107
H -3.528 -3.472 -1.592
H -1.167 -3.825 -1.044
H -2.200 -6.759 -0.964
H -2.685 -5.553 0.321
H -0.974 -5.880 0.114
H -0.612 -4.686 -3.159
C -3.383 4.340 -2.366
C -3.613 3.998 -0.911
C -2.899 4.940 0.107
O -5.012 3.951 -0.637
H -3.616 5.328 -2.702
H -4.041 3.642 -2.879
H -2.347 4.117 -2.654
H -3.234 2.972 -0.765
H -3.155 4.624 1.137
H -3.216 5.953 0.109
H -1.811 4.814 0.070
H -5.415 4.728 -1.012
C -2.250 2.184 2.353
C -3.495 2.222 3.268
C -4.571 1.219 2.799
O -3.055 1.881 4.594
H -2.393 2.277 1.287
H -1.731 1.237 2.467
H -1.474 2.909 2.657
H -3.924 3.219 3.212
H -4.170 0.164 2.725
H -4.950 1.503 1.829
H -5.449 1.219 3.449
H -3.508 2.543 5.127
C -1.909 -0.520 -4.114
C -2.462 -1.292 -5.325
C -2.296 -0.574 -6.699
O -1.791 -2.539 -5.297
H -1.604 -1.122 -3.241
H -2.677 0.152 -3.785
H -1.041 0.035 -4.371
H -3.504 -1.493 -5.167
H -1.202 -0.558 -6.844
H -2.665 0.469 -6.603
H -2.815 -1.078 -7.556
H -1.904 -3.049 -6.094
C -5.173 -0.965 -0.140
C -4.214 -0.627 -1.281
C -5.057 -0.606 -2.563
O -3.753 0.672 -0.996
H -4.650 -1.080 0.819
H -5.741 -1.902 -0.382
H -5.908 -0.141 -0.157
H -3.331 -1.306 -1.370
H -5.155 -1.597 -3.028
H -4.641 0.036 -3.350
H -6.078 -0.279 -2.385
H -2.876 0.713 -1.397
C 0.291 -0.112 4.707
C 1.205 -0.900 5.594
C 0.658 -1.204 6.979
O 1.511 -2.172 5.011
H -0.713 -0.448 4.737
H 0.558 -0.097 3.662
H 0.207 0.941 5.039
H 2.195 -0.416 5.746
H 1.431 -1.722 7.534
H -0.269 -1.776 6.966
H 0.509 -0.303 7.583
H 0.652 -2.472 4.645
C 3.347 -3.400 2.220
C 3.410 -1.898 2.080
O 3.487 -1.341 3.369
O 2.081 -3.828 2.688
H 4.175 -3.798 2.807
H 3.499 -3.937 1.239
H 2.474 -1.638 1.547
H 4.273 -1.591 1.455
H 2.746 -1.648 3.940
H 2.177 -3.859 3.682
C -1.715 -2.837 2.357
C -2.071 -2.792 3.802
O -1.014 -3.412 4.493
O -0.535 -2.107 2.098
H -2.546 -2.359 1.779
H -1.701 -3.837 1.935
H -3.014 -3.275 4.036
H -2.034 -1.745 4.046
H -1.421 -4.045 5.061
H 0.287 -2.637 2.314
C 0.285 0.728 0.682
C -0.608 -0.126 -0.210
O -0.928 0.477 -1.437
O 1.637 0.850 0.262
H 0.254 0.278 1.681
H -0.229 1.682 0.881
H -1.564 -0.282 0.278
H -0.171 -1.126 -0.287
H -0.091 0.490 -1.974
H 2.096 1.225 1.019
C 3.371 2.188 3.615
C 2.239 2.985 4.399
O 2.679 4.286 4.773
O 2.802 1.258 2.741
H 4.032 1.784 4.324
H 3.968 2.895 2.963
H 1.904 2.427 5.230
H 1.393 3.107 3.705
H 3.381 4.220 5.426
H 3.003 0.353 3.053